Here is C3H11N4 as an isolated structure at a distorted geometry from the Open Molecules 2025 dataset. Energies are from ωB97M-V/def2-TZVPD.

```
18
Properties=species:S:1:pos:R:3:lowdin_charge:R:1
C 1.75060 0.02702 0.14343 -0.291
C -1.35613 -0.59548 -1.70524 -0.021
C -1.08708 0.30806 1.84756 0.006
N 0.94050 0.97995 0.12070 0.181
N 2.88576 0.37128 -0.50969 0.135
N -1.16563 -0.62536 -0.21770 -0.070
N -0.74575 0.46761 0.45207 -0.152
H 1.51298 -0.92645 0.60486 0.142
H -1.76852 0.35964 -1.87114 0.066
H -0.43481 -0.94458 -2.38237 0.139
H -2.11221 -1.27549 -2.03622 0.073
H -0.42273 1.09802 2.46632 0.165
H -2.08269 0.43551 2.10206 0.082
H -0.73582 -0.66031 2.03736 0.074
H 3.67472 -0.05463 -0.10412 0.095
H 2.98549 1.22522 -1.02607 0.121
H -0.60089 -1.37706 0.10248 0.104
H -1.23777 1.18704 -0.02429 0.150
```

Its LUMO energy is -3.6 eV. The value obtained for the HOMO energy is -13.78 eV. Its charge is +1. The HOMO-LUMO gap comes out at 10.195 eV.